{"formula": "C73H63F12NO2", "method": "wB97M-V/def2-TZVPD", "species": ["H", "C", "C", "C", "H", "C", "H", "H", "H", "C", "C", "C", "H", "C", "H", "C", "C", "C", "C", "C", "H", "F", "C", "H", "H", "H", "H", "F", "H", "H", "H", "C", "C", "C", "H", "C", "C", "C", "C", "H", "C", "C", "F", "H", "C", "C", "H", "H", "H", "H", "H", "F", "F", "C", "H", "H", "C", "H", "C", "H", "C", "C", "C", "C", "H", "H", "C", "O", "H", "H", "H", "C", "C", "C", "C", "C", "C", "H", "F", "C", "C", "H", "C", "C", "H", "C", "C", "H", "H", "H", "C", "C", "H", "H", "H", "C", "C", "C", "H", "H", "C", "C", "H", "H", "H", "H", "H", "C", "C", "H", "H", "F", "C", "C", "C", "H", "H", "C", "F", "C", "C", "F", "H", "H", "H", "C", "F", "C", "N", "C", "C", "H", "C", "F", "C", "H", "H", "C", "O", "H", "C", "H", "H", "H", "F", "C", "H", "C", "C", "C", "C"], "coordinates": [[5.120885, -0.546612, -2.994123], [-1.311688, 0.669564, -0.549586], [-5.609996, 1.054643, -3.965185], [-2.205751, 6.402570, -0.511979], [-5.684912, -1.541278, 1.286070], [2.681982, 4.847334, 0.892087], [-0.195568, -3.866525, 2.222424], [-3.456541, -1.541695, 3.911935], [0.266617, 7.041385, 1.673266], [0.714706, 0.286218, 0.751088], [2.333013, -0.532107, -5.057686], [-4.516027, 2.888464, -5.753052], [0.997185, -7.535709, 1.747114], [1.355515, 1.166077, -0.115825], [-2.834197, 6.215672, 0.341305], [0.337542, -0.648860, 5.820817], [5.928673, 0.053481, -2.592684], [7.678020, 1.634243, 1.633802], [-2.500377, 2.844677, 2.704819], [-1.393574, 7.534500, -0.561038], [4.624963, 2.145464, 0.260674], [2.482521, -1.887893, 3.202622], [-6.261079, 1.348689, -5.144629], [-6.325061, -4.026479, 1.219087], [-3.894430, 1.464113, -2.713217], [-0.182657, -6.482166, -0.301823], [2.934136, -6.599984, 2.699505], [-0.924228, -2.861582, -4.985749], [3.513052, 5.429255, 4.036965], [-6.126230, 0.378226, -3.277954], [-1.657322, -5.789394, 2.115684], [-1.218661, 3.197910, 2.238205], [-2.624537, 2.612566, 4.034765], [2.408099, -6.013031, 1.932380], [-6.217675, 2.351066, -7.035329], [1.540153, 5.583342, 0.715343], [-0.173904, 2.866077, 4.310726], [0.727612, -2.989333, 6.170002], [2.982657, 5.479595, 3.117177], [-0.088144, 0.295525, 6.155522], [-1.867067, -4.459420, -1.330094], [-2.100415, 5.538355, -1.622973], [-5.127705, -4.272622, -3.036387], [6.628683, 3.477309, 1.148566], [5.537814, 0.280826, 0.779895], [1.446185, -3.043916, 4.959446], [0.970488, 5.545822, -0.238826], [-0.437714, -1.793525, 7.497065], [-2.770154, 4.665586, -1.666273], [-3.517532, 2.275256, 4.524982], [-1.575300, -6.358809, -2.168319], [-2.613989, 0.413383, -0.764019], [3.106310, 4.082804, -0.095226], [6.604199, 2.390947, 1.159735], [-1.581275, -1.432409, -2.974998], [1.354902, 2.468203, -1.765958], [-1.588173, -5.309806, -2.374063], [6.287383, -0.409657, -1.681251], [2.498752, -2.900661, -4.938797], [2.328390, 0.399756, -5.585214], [-1.319173, -4.801443, -3.640939], [6.651121, -0.443404, 1.124712], [-3.349513, -4.764164, 3.042859], [7.762155, 0.246233, 1.550699], [1.955660, 0.505699, -3.254611], [-5.948251, -5.260100, -0.740591], [2.134207, -4.168537, 0.467080], [4.176304, 1.478577, -1.985647], [0.871816, 3.471093, 2.457740], [1.268550, -0.222002, 1.543286], [4.613533, -0.248833, 0.559101], [-4.446380, 1.704856, -3.609961], [2.297462, -2.816937, -3.548895], [-5.871838, -3.506929, 0.371381], [-1.263034, -3.398433, -3.797555], [2.160612, -1.610982, -2.895392], [-1.207547, 5.835969, -2.652005], [2.389884, -3.729327, -2.962444], [-2.742772, 3.221299, -4.088185], [1.010833, -4.701505, -0.170114], [-3.780848, -3.538727, 3.420380], [8.694680, -0.230583, 1.742352], [-0.390082, 6.971839, -2.618347], [-5.696845, -4.217381, -0.802559], [0.363317, 7.074824, -3.388563], [5.530702, 1.677307, 0.660744], [-0.046780, 3.166455, 2.964579], [1.846445, -3.988796, 4.581959], [-4.655613, -1.728609, -2.835065], [1.700821, 6.960136, 3.770908], [-5.010684, -2.213573, -1.942587], [2.486251, -1.728256, -5.712526], [-2.290564, -2.453351, -0.722866], [0.447704, -3.855896, 6.763721], [3.629317, -4.224420, 2.010311], [1.306836, -6.583201, 1.295978], [-1.677118, -2.560574, 3.079872], [-5.721292, 2.262481, -6.071986], [-4.918447, -0.467341, -0.771750], [-4.074607, -5.580481, 3.097192], [2.124295, -0.462917, -3.678671], [1.122738, 6.395846, 1.791837], [0.471452, -4.042797, -0.831603], [0.602705, 2.687219, 5.052845], [2.418732, 1.374372, 0.028962], [6.588728, -1.511605, 1.094318], [-1.191298, 5.137062, -3.468685], [-1.522845, -2.500010, -2.758779], [1.714397, -1.862231, 4.316184], [2.114286, -1.512838, -1.814052], [2.665036, -1.786925, -6.766805], [-1.506542, 8.405028, 0.480461], [1.862552, 6.297103, 2.946715], [0.161303, -1.809859, 6.594508], [-0.634684, 1.530664, -1.434463], [6.693529, 0.165515, -3.390554], [0.185224, 8.736625, -1.437040], [-5.288606, -3.557831, -1.941431], [2.693785, -4.063393, -5.506319], [2.814573, -4.737522, 1.542683], [-0.492122, 7.876610, -1.583484], [8.722283, 2.329042, 2.105240], [-0.993433, -1.734850, 3.151201], [-1.182865, 2.001843, -2.267018], [-7.115045, 0.792911, -5.501458], [-0.646851, 0.030943, 0.490583], [-1.604674, 2.206972, 6.066355], [0.628184, -6.001958, 0.208901], [5.387286, 1.402901, -2.337540], [-5.577541, -2.143783, 0.390510], [-5.167992, -1.528615, -0.747794], [-1.138694, -0.829177, 0.915092], [-2.988664, -2.436950, 3.491804], [2.541487, -2.917742, 0.050844], [-2.042972, -4.879468, 2.553722], [-1.115215, -5.433767, -4.522455], [-4.020480, 3.481967, -6.526177], [-1.219899, -3.758620, 2.566191], [6.104690, 2.350722, -2.486125], [-1.017174, 3.424983, 1.198744], [-1.951693, -3.074117, -1.564723], [1.389343, 0.233449, 4.211076], [-2.122943, -4.917895, -0.375045], [4.283508, 4.038473, 2.127690], [-5.026638, -3.402854, 3.908980], [3.455249, 4.748584, 2.035769], [-3.350842, 2.851208, 2.046800], [-3.915679, 2.649225, -4.484282], [1.145825, -0.672719, 4.721857], [0.720075, 1.786666, -1.194613], [-1.471240, 2.626073, 4.776172]], "atomic_forces_ev_per_a": [[-0.2600, -0.0315, 0.0914], [1.7961, 0.6093, -0.3819], [-1.1551, -0.1510, 0.4649], [1.1590, 0.2057, -1.3395], [-0.0788, -0.2297, 0.0639], [0.4096, -0.4140, 0.3148], [-0.0740, 0.1419, -0.0041], [0.5239, -0.1055, -0.2292], [-0.0203, 0.0804, 0.2105], [-0.8383, 0.2283, -1.0252], [-0.5480, 0.3534, 0.8703], [0.6823, 0.2859, 0.3983], [-0.0923, 0.2191, -0.7310], [0.7293, 0.1530, 0.3785], [-0.1587, 0.0249, 0.0553], [-0.3044, -0.0846, 1.4575], [0.2404, -0.2904, -1.4535], [-0.2607, 0.2235, -0.5715], [1.2976, 1.1426, -1.0875], [-0.2705, 0.3891, 0.1924], [0.5390, 0.0583, 0.2467], [0.0154, 0.1209, 0.0064], [0.3210, 0.4310, -1.4329], [0.4340, 0.3024, -0.0574], [-0.0968, 0.0592, 0.1928], [-0.2992, -0.2240, 0.1031], [-0.3363, 0.5771, -0.2487], [-0.0570, -0.3363, -0.0888], [0.1745, 0.1701, 0.7094], [0.5483, -0.0157, -0.1474], [-0.1256, -0.2071, 0.2277], [-0.1556, -0.2704, -1.5323], [0.0629, -0.6032, 0.7822], [-0.2624, 0.3347, -0.2627], [0.3261, 0.3141, 0.1435], [-0.9947, 0.7844, -0.0786], [-0.8602, -0.5743, 0.9549], [-0.5308, -0.2341, -0.4637], [-0.0977, -0.1448, -1.4028], [-0.0091, -0.2147, -0.1323], [-0.8730, 0.6356, -0.1891], [-0.3978, 0.4491, 0.6280], [0.1803, -0.5643, -1.2557], [0.1648, -0.2074, 0.0708], [-1.2748, 0.2719, -0.7441], [0.2573, -0.7103, 0.8934], [0.6125, -0.0057, 0.7379], [0.0379, 0.0808, -0.0731], [0.5668, 0.3621, -0.1137], [-0.4152, 0.1202, 0.0372], [-0.0172, -0.5700, -0.2509], [-0.2353, -0.1551, -0.0509], [0.2802, -0.8926, -1.7486], [0.1783, -0.5094, -0.1244], [0.2144, -0.2796, 0.2124], [-0.5849, -0.1860, -0.1841], [0.2020, 0.4208, -0.5051], [0.1822, 0.3381, 0.1432], [-0.7141, 2.6770, 1.3132], [0.0248, 0.2562, -0.4595], [0.4413, 0.9193, -0.8208], [-0.3586, 0.3900, 0.2883], [0.1525, -1.4128, -0.8584], [0.2163, 1.0482, -0.0751], [0.0925, 0.2519, 0.3533], [0.1029, -0.3366, -0.6337], [-0.1921, 0.8067, 0.2141], [2.3581, -0.2583, -0.7157], [-0.1266, -0.3620, 0.4285], [-0.3092, 0.0780, -0.2561], [0.1437, 0.0180, -0.2446], [0.5141, 0.5989, -0.4115], [0.8290, -1.3112, -0.3033], [-0.2332, 0.2773, 0.0289], [0.1500, -0.4871, 0.5832], [-0.1623, 0.8997, -0.5328], [-0.4690, -0.1922, 0.4337], [-0.1673, -0.0025, -0.1636], [-0.4435, 0.0921, -0.6622], [1.0531, -0.4525, 0.8937], [-0.4734, 0.2769, 0.9538], [0.4984, -0.2682, 0.4222], [-0.0308, -0.6829, -0.2843], [-0.4492, 0.0432, 0.9074], [-0.0977, 0.2552, -0.0640], [-0.6092, -0.5400, 0.7295], [-0.3750, 0.4797, 0.5506], [-0.1198, 0.3692, 0.0868], [0.0295, 0.0653, -0.1940], [-0.6737, 0.2433, 0.3858], [-0.1431, -0.2062, 0.0623], [0.4258, -1.3313, 0.5654], [0.2360, -0.0968, -0.4936], [0.5278, -0.2335, -0.3747], [0.3108, 0.2420, 0.0626], [-0.2294, -1.0201, 0.0926], [0.1128, 0.3221, -0.0994], [0.4050, -0.8810, 1.2020], [-0.1475, -0.2203, 0.2770], [0.4477, 0.0756, -0.1468], [0.2035, -0.1368, -0.4424], [0.7163, -1.0998, -0.9521], [0.0312, -0.3087, -0.4314], [0.1880, 0.3766, -0.3969], [-0.3184, -0.0262, -0.0217], [0.2603, -0.4367, 0.0708], [0.3016, 0.0031, -0.3245], [-0.9296, -0.9590, -0.3663], [-0.3573, -0.4205, -0.1748], [-0.1830, -0.3014, -0.1883], [-0.0080, -0.0215, -0.4141], [0.1688, -0.0992, -0.0881], [0.5926, 0.6623, 1.0848], [-0.0820, 0.7845, -0.4939], [-0.3843, 0.2385, 0.1887], [-0.2670, -0.0819, 0.8854], [-0.6267, -0.5042, -0.2680], [0.0793, 0.0441, 0.7692], [0.1671, -1.3341, -0.5932], [-0.3782, -0.5534, -0.8334], [-0.0851, -0.2872, 1.2166], [0.5059, -0.0301, 0.2086], [0.0854, 0.3317, 0.0610], [0.3245, -0.2739, 0.4739], [-0.2944, -0.0636, 0.4837], [0.3049, -0.5252, -0.3532], [0.1730, 0.2728, 0.1193], [0.9517, 1.1439, 0.9426], [-2.7301, -0.0420, 0.7581], [-0.4873, -0.3423, 1.2711], [0.6674, 1.1824, -1.2379], [-0.2962, 0.1597, 0.6457], [0.1325, 1.0067, 0.1734], [-0.2160, -0.7184, 0.3527], [-0.3467, 0.4306, -0.0449], [-0.1147, 0.3673, 0.6525], [-0.0512, 0.0846, 0.5659], [0.2373, -0.6802, 0.0160], [0.3332, 0.3441, 0.0108], [-0.6556, 0.0440, -0.2787], [0.5101, -0.0582, 1.2759], [0.0092, 0.4133, -0.4394], [0.0131, 0.5253, -0.0535], [-0.2803, 0.4164, -0.2967], [-0.6413, -0.1522, -0.0666], [-0.8022, 0.1472, 0.9896], [-0.1115, -0.0900, -0.2075], [-0.7267, -0.8012, -0.7234], [0.5213, 0.1481, -0.4136], [-0.1316, -0.2833, 0.6029], [1.0285, -0.5628, 0.5679]], "lumo_energy_ha": 0.0072, "e_homo_ev": -8.9, "spin_multiplicity": 1, "total_energy_ha": -4222.99597}